No. 1
DFT (the ωB97M-V functional and the def2-TZVPD basis) results for a cluster of 6 separate species, C16H30FNO11S in total at a distorted geometry.

The geometry in XYZ format:
```
60
Properties=species:S:1:pos:R:3:forces:R:3
N -2.43132 1.12309 -2.72821 6.782 -1.650 -2.345
H -2.85926 1.08857 -3.56715 -3.728 1.421 -2.880
H -1.34325 1.18263 -3.35454 -2.698 -0.099 3.804
H -2.57067 0.22611 -2.35334 0.931 -2.320 1.005
H -2.50951 1.68747 -1.94283 -0.299 2.493 0.995
F -0.82598 -0.54693 -0.79702 -0.390 0.277 -0.264
C 1.08037 -3.19086 -2.39140 1.847 2.241 -2.446
C 0.06867 -3.83977 -1.42219 3.280 3.766 1.482
C -1.37327 -3.40906 -1.74802 2.493 3.120 2.071
O -1.91062 -4.60381 -2.02964 -5.469 2.788 -1.680
C -1.10088 -5.54396 -1.96765 0.127 -5.627 -1.435
O -1.44693 -6.64639 -2.27840 0.697 -1.045 0.246
O 0.06964 -5.16088 -1.58699 1.722 -3.606 -0.431
H 0.54962 -2.96102 -3.45660 1.181 -0.635 2.414
H 2.06675 -3.81534 -2.68866 -2.428 1.158 1.132
H 1.46939 -2.09059 -2.02532 -1.193 -2.793 -0.666
H 0.50363 -3.79996 -0.37161 -1.015 1.292 -0.880
H -1.29040 -2.58002 -2.47923 -0.727 -0.958 -0.216
H -1.83180 -2.99578 -0.87750 -0.514 0.501 0.519
C -2.72285 1.42662 3.06827 -0.447 6.765 -0.349
C -1.46134 2.29156 2.60048 -0.294 -2.199 1.155
C -1.21863 2.28152 1.06844 -1.379 -2.703 -2.533
O -0.90027 3.61443 0.76145 0.748 -2.072 -3.597
C -1.25404 4.37230 1.68297 0.465 5.275 5.753
O -1.09095 5.58379 1.74373 -0.935 -2.213 -0.656
O -1.58569 3.65633 2.83759 -0.858 1.598 -0.910
H -2.72641 0.53603 2.66145 0.054 -4.571 -2.064
H -3.61639 2.02166 2.74176 0.604 -0.557 -0.701
H -3.03185 1.40289 4.07443 1.041 -0.242 1.763
H -0.58265 1.98563 3.24230 -0.501 -0.113 -1.103
H -2.18108 1.95810 0.32330 2.185 0.754 2.506
H -0.39082 1.66764 0.64249 -0.679 0.090 0.674
C 1.74968 -1.83503 1.83738 -8.183 -2.155 0.894
C 0.48810 -1.06071 2.24790 3.396 -12.267 2.340
C -0.83282 -1.86216 2.06938 2.107 10.742 4.784
O -1.39976 -1.57290 3.33015 -0.876 -0.377 1.082
C -0.49912 -1.05364 4.19606 -5.533 -2.389 7.260
O -0.85363 -1.01532 5.44521 2.263 0.756 -5.549
O 0.61333 -0.85569 3.65115 2.475 0.487 0.616
H 2.60584 -1.65878 2.18035 6.593 2.147 4.353
H 1.96040 -1.67405 0.89877 0.229 0.184 -5.740
H 1.49400 -2.87971 2.06394 0.401 0.156 -0.442
H 0.26771 -0.23623 2.02359 -1.989 12.056 -5.042
H -0.89361 -2.70825 1.78400 0.684 -11.973 -2.182
H -1.50241 -1.50668 1.40322 -1.597 2.681 -2.608
C 2.56913 1.06992 -0.72023 -5.179 1.820 0.090
C 2.60796 2.51978 -0.11956 -11.206 -2.195 -0.294
C 2.01603 3.51138 -1.14254 -3.275 -0.876 2.316
S 1.91110 2.72612 -2.66162 0.208 -1.635 -0.441
O 2.65496 3.50571 -3.60205 -0.238 0.027 -0.826
O 0.57859 2.23272 -2.89745 -1.640 0.645 -0.716
C 2.74530 1.26854 -2.17616 2.237 -2.653 -2.404
H 1.63011 0.49482 -0.46788 0.202 0.973 -0.655
H 3.22544 0.43693 -0.32341 3.489 -2.074 1.576
H 3.49886 2.60950 0.00042 10.632 2.216 1.715
H 2.04199 2.65037 0.87128 0.999 -0.440 -1.363
H 2.62263 4.34542 -1.22340 0.797 1.886 -0.266
H 0.88852 3.74702 -0.90325 2.338 -0.043 -0.196
H 3.81259 1.67389 -2.32584 -0.990 -1.405 -0.174
H 2.44785 0.20503 -2.82174 1.050 3.571 1.510
```
Forces are in eV/Å.

Results
- HOMO-LUMO gap (eV) = 8.55
- lowest unoccupied orbital energy (eV) = -1.27
- total charge = 0

No. 2
DFT (the ωB97M-V functional and the def2-TZVPD basis) results for a cluster of 2 separate species, C4H9N4O3 in total at a distorted geometry.

The geometry in XYZ format:
```
20
Properties=species:S:1:pos:R:3:forces:R:3
C -3.09213 2.99163 2.94465 2.585 -0.208 1.533
C -3.45505 1.59641 -0.20468 0.282 -0.282 -1.719
C 3.36120 -3.17132 -2.14406 4.877 -3.274 1.112
C 4.41090 -3.47588 -3.27968 -4.426 -2.647 -0.908
N -4.18653 3.43544 2.38326 -1.626 0.115 -0.623
N -2.79755 3.56771 4.10540 -0.698 -0.510 0.019
N -4.08951 1.67022 0.82574 -0.180 -0.376 2.030
N -4.61285 2.76178 1.41444 -4.096 1.794 -0.864
O -2.94068 1.33181 -1.18801 0.425 0.094 -0.119
O -1.99535 2.85130 4.84455 0.999 0.621 1.273
O 5.43723 -2.68361 -3.42173 4.189 5.557 0.683
H -2.58952 2.18071 2.43833 0.537 -0.419 0.757
H 2.58612 -2.53989 -2.32357 -2.280 1.495 -0.853
H 3.14810 -4.18527 -1.72856 -0.786 0.925 -0.361
H 4.01360 -2.76229 -1.35707 -0.403 0.280 0.167
H 3.82296 -3.48002 -4.26626 0.613 -0.371 1.039
H 4.92420 -4.45044 -3.16350 -1.280 -0.303 0.231
H 5.50234 -1.88394 -2.81758 -0.500 -1.663 -1.112
H -5.67537 2.95101 1.17163 2.778 -0.281 0.355
H -1.77209 3.29463 5.76671 -1.009 -0.547 -2.639
```
Forces are in eV/Å.

Results
- HOMO-LUMO gap (alpha / beta) (eV) = 4.24 / 4.24
- lowest unoccupied orbital energy (alpha / beta) (eV) = -6.75 / -6.75
- total charge = +1

No. 3
DFT (the ωB97M-V functional and the def2-TZVPD basis) results for the ion C6H12N3O3 with charge +1 at a distorted geometry.

The geometry in XYZ format:
```
24
Properties=species:S:1:pos:R:3:forces:R:3
N 1.92930 -0.77249 0.91869 1.935 1.624 -1.635
C 1.15467 -0.62618 -0.15220 -1.420 -1.571 -0.370
N 1.54202 -0.03752 -1.27233 0.558 -0.931 0.288
C -0.00144 -1.66513 -0.32060 1.765 2.097 -0.434
C -1.16897 -1.42589 0.69943 -1.212 -1.947 -4.309
C -1.99957 -0.26568 0.21576 1.108 0.896 0.847
O -3.18663 -0.22170 0.07729 -0.094 -0.396 -0.071
C -1.10589 0.81818 -0.21234 1.780 2.300 -0.896
N -1.20236 1.18074 -1.55265 -0.054 -0.274 -0.430
C -0.00991 1.30224 0.48963 -1.908 0.343 0.726
O 0.22284 1.12244 1.85246 0.150 0.275 -0.906
O 0.81374 2.28420 -0.03565 -0.271 -0.698 1.685
H 1.56262 -1.04401 1.78278 -0.736 -0.652 1.149
H 2.81397 -0.24490 0.98936 -0.832 -0.386 -0.068
H 0.83020 0.24279 -1.90866 -0.925 -0.268 -0.628
H 2.16915 0.69741 -1.16786 1.725 1.360 0.142
H 0.69048 -2.51277 -0.18889 -1.365 -0.692 -0.024
H -0.22842 -1.52529 -1.44395 -0.413 -0.743 1.991
H -0.92916 -1.48175 1.69340 0.711 0.045 2.456
H -1.89850 -2.19107 0.45657 0.056 -0.875 0.655
H -0.72439 2.01815 -1.85290 -0.342 0.072 0.048
H -1.93305 0.81413 -2.18033 0.508 0.426 0.976
H -0.54405 0.81542 2.34295 -0.338 0.215 -0.091
H 1.20333 2.71867 0.77004 -0.386 -0.218 -1.102
```
Forces are in eV/Å.

Results
- SMILES string = NC(=[NH2+])CCC(=O)C(N)=C(O)O
- HOMO-LUMO gap (eV) = 8.25
- lowest unoccupied orbital energy (eV) = -3.74
- total charge = +1

No. 4
DFT (the ωB97M-V functional and the def2-TZVPD basis) results for a structure of composition C4H12InO4 at a distorted geometry.

The geometry in XYZ format:
```
21
Properties=species:S:1:pos:R:3:forces:R:3
In -7.35855 -9.66971 9.00535 2.013 -1.334 2.814
C -4.52320 -8.25552 10.45583 2.371 -1.391 -0.506
C -5.20042 -7.24613 9.60643 0.495 1.884 2.916
O -5.99528 -7.94781 8.63563 -1.922 -1.118 -2.249
O -5.54343 -9.01220 11.04620 -1.394 -0.981 0.577
H -3.78459 -7.89291 11.19053 -0.733 0.676 -0.160
H -3.89200 -8.98408 9.88400 -0.374 0.817 -0.210
H -4.46208 -6.53324 9.19703 -0.408 -0.546 -0.896
H -5.88253 -6.63682 10.24309 0.330 -0.370 -0.477
H -6.38780 -7.32494 7.97953 0.378 -0.060 0.141
H -5.18688 -9.53624 11.79374 -0.334 0.190 -0.473
C -6.77246 -12.92275 10.06080 0.528 -1.364 0.836
C -7.66570 -12.32056 11.09300 -1.640 0.074 0.306
O -7.51373 -10.84318 10.97321 -0.066 0.855 -0.330
O -7.24347 -12.42603 8.80579 0.527 0.795 -0.740
H -6.77647 -14.02803 10.14458 -0.808 0.310 -0.432
H -5.69187 -12.79432 10.19806 -0.204 0.978 -0.243
H -7.51530 -12.57676 12.16220 0.501 0.159 -0.556
H -8.74186 -12.52296 10.88386 0.739 -0.090 0.074
H -7.89264 -10.40251 11.76519 -0.037 0.061 -0.379
H -7.84709 -13.07301 8.37945 0.038 0.455 -0.014
```
Forces are in eV/Å.

Results
- HOMO-LUMO gap (eV) = 4.41
- lowest unoccupied orbital energy (eV) = -18.01
- total charge = +3

The records above yield energy above the lowest of the compared OMol25 structures with the same formula, charge and spin values of 134.4; 187.0; 2.3; 8.7 kcal per mole, respectively.